Entry 1:
Entry from the OMol25 dataset: 6 unconnected molecules or ions with the total composition C24H54N2O10S4 (the ωB97M-V functional and the def2-TZVPD basis).

Summary:
- molar mass (g mol⁻¹) = 658.97
- charge = 0
- orbital gap (eV) = 8.92
- F_max (eV/Å) = 1.9

Structure (XYZ):
```
94
Properties=species:S:1:pos:R:3:lowdin_charge:R:1
S -38.322 -8.763 -10.802 0.678
S -30.308 -12.939 -6.442 0.669
S -29.997 -9.004 -4.794 0.688
S -33.736 -8.364 -7.616 0.692
O -33.367 -15.334 -5.913 -0.220
O -29.375 -11.844 -6.520 -0.310
O -37.477 -9.875 -11.136 -0.335
O -34.603 -8.023 -8.721 -0.328
O -31.080 -13.266 -7.615 -0.325
O -32.547 -12.024 -10.693 -0.192
O -32.958 -7.353 -6.950 -0.321
O -29.232 -9.491 -3.670 -0.324
O -31.075 -9.776 -5.376 -0.353
O -39.747 -8.941 -10.821 -0.316
N -34.892 -15.236 -9.346 0.055
N -35.494 -11.237 -12.809 0.048
C -30.687 -7.399 -4.363 -0.222
C -37.814 -7.322 -11.727 -0.224
C -34.141 -9.672 -11.590 -0.045
C -34.724 -9.344 -6.477 -0.205
C -37.299 -6.697 -9.436 -0.212
C -30.202 -6.399 -5.392 -0.198
C -34.173 -11.080 -12.208 -0.429
C -29.397 -14.384 -5.903 -0.236
C -32.650 -9.727 -8.083 -0.183
C -34.040 -16.312 -5.155 -0.102
C -28.876 -6.918 -6.020 -0.202
C -32.911 -16.433 -8.586 -0.043
C -34.140 -14.855 -7.002 -0.202
C -34.767 -10.695 -7.200 -0.200
C -31.645 -13.056 -11.044 -0.092
C -34.248 -15.834 -8.160 -0.434
C -31.337 -12.968 -4.950 -0.211
C -29.231 -14.207 -4.417 -0.211
C -33.863 -12.153 -11.194 -0.223
C -28.810 -8.446 -6.045 -0.195
C -36.744 -6.689 -10.852 -0.224
C -30.581 -13.709 -3.876 -0.198
C -37.713 -8.139 -9.205 -0.217
C -33.297 -10.990 -7.528 -0.214
H -32.152 -14.017 -11.171 0.076
H -35.871 -7.354 -10.892 0.092
H -38.215 -6.099 -9.406 0.120
H -34.091 -17.284 -5.656 0.087
H -28.808 -6.571 -7.053 0.109
H -36.153 -10.725 -12.235 0.009
H -30.050 -5.433 -4.918 0.113
H -35.148 -14.599 -6.639 0.125
H -28.447 -13.471 -4.215 0.118
H -31.545 -11.919 -4.745 0.075
H -32.807 -11.284 -6.600 0.083
H -31.127 -12.811 -11.980 0.088
H -38.312 -8.490 -8.370 0.109
H -35.374 -10.681 -8.107 0.106
H -37.633 -7.564 -12.771 0.112
H -33.120 -9.302 -11.577 0.083
H -30.536 -13.177 -2.923 0.117
H -34.030 -9.408 -5.631 0.104
H -28.849 -15.127 -3.973 0.114
H -28.032 -6.415 -5.542 0.110
H -30.054 -15.199 -6.223 0.107
H -32.263 -15.713 -9.085 0.071
H -31.674 -9.504 -7.663 0.080
H -34.859 -9.043 -12.109 0.071
H -35.653 -8.863 -6.190 0.107
H -27.891 -8.914 -5.711 0.102
H -34.481 -9.761 -10.554 0.053
H -35.651 -14.617 -9.087 0.069
H -36.801 -8.750 -9.169 0.065
H -34.053 -13.140 -11.628 0.116
H -34.557 -11.993 -10.353 0.120
H -33.410 -11.137 -12.997 0.136
H -34.201 -14.676 -9.833 0.039
H -35.819 -12.182 -12.953 0.070
H -32.428 -16.918 -7.741 0.074
H -32.237 -13.507 -5.232 0.080
H -33.493 -16.434 -4.220 0.087
H -36.532 -6.360 -8.744 0.107
H -30.910 -6.302 -6.212 0.090
H -33.660 -13.931 -7.336 0.105
H -38.712 -6.691 -11.726 0.106
H -30.343 -7.232 -3.343 0.102
H -34.897 -16.667 -7.868 0.130
H -32.583 -9.677 -9.170 0.089
H -33.161 -17.198 -9.327 0.082
H -33.180 -11.832 -8.206 0.084
H -31.122 -14.596 -3.517 0.111
H -30.901 -13.139 -10.255 0.073
H -36.379 -5.732 -11.217 0.122
H -35.061 -15.983 -4.923 0.092
H -29.177 -8.806 -7.001 0.100
H -31.770 -7.496 -4.331 0.097
H -28.501 -14.457 -6.519 0.111
H -35.180 -11.413 -6.490 0.114
```

Entry 2:
Entry from the OMol25 dataset: 4 unconnected molecules or ions with the total composition C24H54N4O3 (the ωB97M-V functional and the def2-TZVPD basis).

Summary:
- molar mass (g mol⁻¹) = 446.72
- charge = +2
- energy above the lowest of the compared OMol25 structures with the same formula, charge and spin (kJ/mol) = 454.73
- orbital gap (eV) = 7.06
- F_max (eV/Å) = 5.9

Structure (XYZ):
```
85
Properties=species:S:1:pos:R:3:lowdin_charge:R:1
O -2.809 -0.058 2.762 0.007
O -3.098 -1.756 1.575 -0.021
O -1.286 -0.637 1.594 -0.091
N -2.429 -0.825 1.951 -0.740
N -3.767 2.215 -1.188 -0.268
N -0.064 -2.411 -2.633 -0.244
N 4.474 0.817 2.143 -0.222
C -2.347 -1.916 -3.463 -0.151
C 3.500 -0.297 1.735 -0.092
C 6.320 1.506 4.005 -0.239
C -2.299 -3.316 -2.787 -0.115
C 3.585 1.965 2.736 -0.048
C 2.058 0.284 1.811 -0.134
C -0.971 -1.302 -3.290 -0.079
C 5.338 1.238 0.942 0.009
C -5.211 0.291 -0.270 -0.209
C 7.039 1.003 5.182 -0.112
C -4.762 3.322 -0.737 0.084
C 0.803 -3.238 -0.421 -0.250
C -3.048 2.561 -2.441 -0.089
C -1.867 3.489 -1.919 -0.110
C 0.421 -3.478 1.032 -0.054
C -1.745 3.304 -0.363 -0.137
C 0.089 -2.171 -1.099 -0.130
C 5.487 0.358 3.321 -0.061
C -4.483 0.875 -1.464 -0.119
C 1.275 -2.379 -3.307 0.013
C 2.387 1.773 1.800 -0.171
C -2.708 2.119 -0.092 -0.083
C -6.026 -1.036 -0.553 -0.055
C -0.818 -3.699 -3.126 -0.039
H 1.895 -3.196 -2.939 0.111
H -0.735 3.189 0.030 0.105
H -5.461 3.376 -1.572 0.114
H -2.643 -2.107 -4.495 0.123
H 5.797 2.226 0.980 0.106
H 0.726 -4.172 -0.978 0.106
H 3.670 -0.560 0.691 0.122
H 4.233 2.804 2.484 0.128
H 0.576 -1.197 -1.159 0.118
H 6.892 2.046 3.250 0.115
H -5.168 2.950 0.204 0.107
H 6.025 0.506 0.516 0.115
H -0.631 -3.751 1.120 0.091
H 7.347 1.789 5.872 0.096
H 1.849 -3.123 -0.703 0.108
H -5.229 1.090 -2.229 0.142
H -0.860 3.203 -2.223 0.103
H 1.039 -4.196 1.570 0.085
H -2.182 1.165 -0.125 0.123
H -2.676 -3.461 -1.775 0.119
H -3.743 3.243 -2.931 0.125
H -3.173 2.339 0.868 0.136
H 4.662 1.435 0.111 0.090
H 5.947 -0.531 2.889 0.133
H -2.061 4.526 -2.193 0.112
H -4.163 4.231 -0.689 0.109
H -5.298 -1.793 -0.844 0.059
H -3.737 0.149 -1.786 0.103
H 6.496 0.293 5.805 0.088
H -0.557 -1.056 -4.268 0.130
H 0.544 -2.545 1.583 0.055
H -0.622 -3.658 -4.197 0.133
H -6.902 -1.010 -1.201 0.079
H 1.636 0.066 2.792 0.129
H -0.874 -1.907 -0.662 0.121
H -1.975 4.265 0.095 0.109
H 4.802 0.020 4.099 0.120
H -2.913 -4.124 -3.183 0.121
H -5.910 0.959 0.233 0.109
H 1.572 -1.382 -2.981 0.109
H -4.456 0.058 0.481 0.083
H 1.532 2.320 2.196 0.121
H -3.198 -1.307 -3.158 0.090
H -2.854 1.713 -3.097 0.122
H 7.874 0.363 4.894 0.090
H 1.139 -2.470 -4.385 0.110
H -1.139 -0.394 -2.712 0.117
H 3.484 -1.128 2.440 0.132
H 1.460 -0.087 0.978 0.100
H -0.389 -4.560 -2.613 0.128
H 5.622 2.217 4.448 0.105
H 3.400 1.845 3.804 0.143
H -6.238 -1.442 0.436 0.084
H 2.533 2.171 0.795 0.114
```

Entry 3:
Entry from the OMol25 dataset: a molecular structure, C24H55BFNO5PSi2 (the ωB97M-V functional and the def2-TZVPD basis).

Summary:
- spin multiplicity = 2
- molar mass (g mol⁻¹) = 554.66
- <S²> = 0.75
- charge = 0
- orbital gap (spin up / spin down) (eV) = 8.55 / 8.40
- F_max (eV/Å) = 2.1

Structure (XYZ):
```
90
Properties=species:S:1:pos:R:3:mulliken_spin:R:1
P -7.116 0.460 -1.943 0.000
Si -5.902 -3.037 -2.726 0.000
Si -6.750 -1.290 -0.593 0.000
F -8.405 -2.537 1.219 0.000
O -7.914 -0.045 -3.320 0.000
O 4.381 2.255 0.697 0.563
O -4.044 -1.812 0.610 0.000
O -6.782 -2.815 -1.322 0.000
O 1.767 1.991 -2.410 0.000
N 4.927 2.550 1.833 0.352
C -4.068 -2.728 -2.535 0.000
C 1.021 -3.183 0.058 0.000
C 1.816 0.560 -2.263 -0.002
C 2.578 -1.274 -0.638 -0.001
C 6.051 1.501 3.826 0.009
C -8.236 -1.281 0.630 0.000
C 7.042 1.288 1.539 0.024
C -9.541 -0.840 -0.025 0.000
C -1.324 -4.162 -0.239 0.000
C 5.735 1.392 2.321 0.043
C 5.685 4.536 3.124 0.016
C 7.842 2.589 1.569 -0.018
C -3.334 -3.862 -1.783 0.000
C -5.428 0.993 -2.473 0.000
C 5.605 3.878 1.733 0.016
C -0.417 -3.254 0.593 0.000
C 4.762 4.834 0.892 -0.006
C 0.660 2.548 -1.746 0.000
C 6.997 3.774 1.096 0.016
C 4.923 0.110 2.188 -0.030
C 1.242 -1.987 -0.890 -0.001
C 2.598 0.218 -1.011 0.008
C -5.077 0.361 1.407 0.000
C -1.888 -3.446 -1.493 0.000
B -5.118 -0.953 0.537 0.000
H 6.833 2.215 4.068 0.000
H -0.418 -3.588 1.627 0.000
H 2.228 0.812 -0.183 -0.004
H -10.330 -1.407 0.459 0.000
H -4.937 1.366 -1.582 0.000
H 5.182 5.837 0.957 0.000
H 0.787 0.224 -2.196 0.000
H 3.732 4.872 1.251 0.001
H -7.966 -0.560 1.401 0.000
H 8.714 2.491 0.919 0.002
H 0.414 -1.296 -0.816 0.000
H 6.019 5.569 3.031 0.001
H 1.248 -2.336 -1.918 0.000
H -1.802 -2.372 -1.378 0.000
H -0.853 -2.261 0.601 0.000
H -4.085 0.796 1.485 0.000
H -0.246 2.468 -2.349 0.000
H 4.701 4.549 3.595 -0.011
H -4.354 -2.729 0.694 0.000
H -6.059 -4.459 -3.107 0.000
H -6.473 -2.251 -3.843 0.000
H 0.451 2.065 -0.790 0.000
H -5.487 0.183 2.396 0.000
H 4.017 0.163 2.794 0.000
H 7.643 0.472 1.948 0.000
H 1.268 -4.087 -0.491 0.000
H 2.298 0.159 -3.146 0.000
H 6.883 3.695 0.011 0.006
H -1.275 -3.736 -2.339 0.000
H 4.746 4.553 -0.159 0.002
H -3.661 -2.725 -3.549 0.000
H 7.538 4.704 1.279 -0.001
H -5.724 1.116 0.958 0.000
H 3.618 0.542 -1.177 0.001
H -3.335 -4.722 -2.441 0.000
H 5.516 -0.735 2.538 -0.001
H 2.809 -1.365 0.419 0.001
H -3.866 -4.047 -0.858 0.000
H -3.814 -1.758 -2.119 0.000
H -9.563 -1.079 -1.080 0.000
H 5.160 1.766 4.396 -0.007
H 6.403 0.538 4.195 0.001
H 8.238 2.779 2.570 -0.001
H -7.244 -0.162 -4.016 0.000
H -2.140 -4.509 0.384 0.000
H -4.843 0.218 -2.955 0.000
H 0.874 3.593 -1.551 0.000
H 1.689 -3.131 0.911 0.000
H -5.528 1.845 -3.134 0.000
H -0.768 -5.018 -0.599 0.000
H 6.828 1.023 0.499 0.002
H 6.379 4.053 3.806 0.001
H 3.372 -1.780 -1.182 0.000
H -9.743 0.209 0.145 0.000
H 4.634 -0.095 1.160 0.016
```

Entry 4:
Entry from the OMol25 dataset: 7 unconnected molecules or ions with the total composition C24H55N8O10P (the ωB97M-V functional and the def2-TZVPD basis).

Summary:
- molar mass (g mol⁻¹) = 646.72
- charge = 0
- orbital gap (eV) = 8.95
- F_max (eV/Å) = 9.4

Structure (XYZ):
```
98
Properties=species:S:1:pos:R:3:lowdin_charge:R:1
P -2.890 -2.410 -2.509 0.697
O -5.516 -0.964 -4.449 -0.023
O -8.127 1.550 -0.945 0.004
O 2.843 -4.566 -1.687 0.218
O -1.955 -3.823 -5.846 0.237
O 3.792 3.277 7.598 0.014
O -2.313 -4.815 -3.969 -0.025
O 0.557 2.560 0.728 -0.007
O 6.047 1.433 3.280 -0.011
O 6.060 -0.922 -1.252 0.001
O 1.173 -5.159 -2.840 0.043
N -2.519 -2.484 -4.200 -0.019
N -1.113 1.041 0.582 -0.186
N -6.552 2.823 -1.968 -0.197
N 3.992 2.372 3.144 -0.184
N -3.636 -1.092 -2.163 -0.281
N 5.156 5.021 8.090 -0.198
N 6.137 -2.225 0.604 -0.192
N -7.486 -1.498 -3.470 -0.183
C 6.319 -1.974 -0.696 -0.374
C -7.027 -2.838 -3.156 -0.037
C -2.251 0.389 1.199 -0.050
C -0.410 1.992 1.206 -0.351
C -7.807 2.427 -1.729 -0.373
C 5.195 2.057 2.669 -0.377
C 3.585 -2.349 -3.034 -0.064
C -1.078 -5.378 -3.470 -0.109
C 4.469 5.290 9.342 -0.040
C 5.565 -1.174 1.431 -0.039
C 0.131 -4.525 -3.591 -0.173
C 4.725 4.006 7.327 -0.363
C -6.242 3.874 -2.918 -0.056
C 2.715 -3.423 -3.647 -0.138
C -6.648 -0.672 -4.105 -0.357
C -0.717 0.649 -0.766 -0.040
C 3.018 3.105 2.347 -0.046
C 6.469 -3.501 1.203 -0.056
C -8.826 -1.095 -3.079 -0.053
C 3.640 1.961 4.495 -0.026
C 2.260 -4.405 -2.628 -0.584
C -5.466 2.175 -1.253 -0.040
C -2.222 -3.732 -4.768 -0.720
C 6.281 5.851 7.704 -0.056
H -3.144 0.551 0.599 0.075
H 4.934 6.136 9.840 0.084
H -6.759 -3.365 -4.073 0.093
H 7.068 5.787 8.458 0.089
H 4.584 -0.904 1.037 0.094
H 3.700 0.875 4.573 0.095
H -1.258 -5.640 -2.459 0.128
H 5.315 3.884 6.400 0.126
H -8.555 2.978 -2.329 0.133
H -1.682 -1.932 -4.338 0.112
H 7.212 -3.361 1.991 0.090
H -0.002 -3.557 -3.186 0.105
H -5.595 3.485 -3.707 0.090
H -9.564 -1.745 -3.555 0.088
H 5.353 2.400 1.632 0.137
H -9.011 -0.068 -3.379 0.076
H 0.309 0.280 -0.756 0.090
H -7.812 -3.383 -2.640 0.086
H -4.520 2.609 -1.559 0.086
H 5.963 6.892 7.613 0.089
H 6.724 -2.843 -1.248 0.133
H 5.575 -3.955 1.634 0.089
H 3.419 5.512 9.150 0.092
H -5.459 1.104 -1.465 0.075
H 1.927 -2.934 -4.174 0.095
H -0.875 -6.283 -3.990 0.131
H -2.418 0.789 2.196 0.082
H -7.156 4.255 -3.367 0.081
H 2.754 4.036 2.855 0.094
H -3.729 -3.489 -2.208 0.015
H 3.283 -1.425 -3.459 0.071
H 5.465 -1.519 2.456 0.090
H 4.340 2.394 5.202 0.055
H -5.601 2.310 -0.178 0.093
H 3.412 -2.268 -1.989 0.070
H 4.606 -2.490 -3.275 0.069
H -5.729 4.695 -2.412 0.089
H -6.142 -2.782 -2.520 0.068
H 3.284 -3.947 -4.377 0.126
H -1.717 -2.572 -1.742 -0.001
H -0.759 1.513 -1.429 0.093
H 4.518 4.414 9.989 0.092
H 6.199 -0.292 1.408 0.078
H -0.787 2.221 2.220 0.138
H 6.680 5.521 6.749 0.084
H 3.425 3.340 1.368 0.088
H -1.381 -0.125 -1.144 0.035
H 2.634 2.289 4.735 0.091
H -8.929 -1.166 -1.996 0.090
H 6.875 -4.173 0.451 0.081
H -7.082 0.327 -4.291 0.133
H 2.134 2.503 2.219 0.052
H -2.069 -0.684 1.275 0.089
H 0.442 -4.472 -4.605 0.127
H -3.727 -0.556 -3.013 -0.042
```

Entry 5:
Entry from the OMol25 dataset: a molecular structure, C24H56N7O8Pt (the ωB97M-V functional and the def2-TZVPD basis).

Summary:
- spin multiplicity = 3
- molar mass (g mol⁻¹) = 765.83
- <S²> = 2.02
- charge = +1
- energy above the lowest of the compared OMol25 structures with the same formula, charge and spin (kJ/mol) = 358.34
- orbital gap (spin up / spin down) (eV) = 5.85 / 4.58
- F_max (eV/Å) = 5.0

Structure (XYZ):
```
96
Properties=species:S:1:pos:R:3:mulliken_spin:R:1
Pt 2.537 -2.909 -1.562 0.985
O 6.556 2.794 0.279 0.000
O 1.283 -4.105 -0.346 0.048
O -1.760 -2.893 4.303 0.000
O -1.941 -7.190 -0.123 0.000
O 1.341 -1.018 -1.037 0.802
O -2.488 5.729 -4.083 0.000
O -1.968 0.526 -5.144 0.000
O 0.527 4.225 3.300 0.000
N 2.507 4.800 2.408 0.000
N 0.295 0.304 -5.009 0.001
N 4.621 2.110 -0.725 0.001
N -2.262 3.986 -2.650 0.000
N -3.264 -5.439 0.341 0.000
N -2.989 -1.071 3.795 0.000
N 0.815 -4.141 1.909 0.002
C 0.659 -4.529 0.612 0.002
C -2.445 4.504 -3.892 0.000
C 0.211 0.652 0.444 0.122
C 2.569 3.866 1.370 -0.001
C -1.741 2.662 -2.369 0.007
C 1.575 -2.972 2.287 0.009
C -0.913 -1.446 -0.248 -0.019
C 1.461 4.977 3.329 0.000
C 1.443 -0.182 -4.254 0.007
C 3.693 2.105 -1.825 0.000
C -2.281 4.740 -1.410 0.000
C 0.127 -0.447 -0.675 -0.035
C -4.338 -4.784 1.152 0.000
C -4.221 -1.335 4.604 0.000
C 3.651 5.710 2.550 0.000
C 5.635 2.992 -0.558 0.000
C 0.344 -5.002 3.045 0.000
C -2.905 -6.683 0.422 0.000
C -3.120 0.093 2.864 0.000
C 4.519 0.936 0.146 -0.006
C -2.006 -1.901 3.579 0.002
C -2.444 -4.546 -0.465 0.001
C -0.963 0.068 -4.604 0.011
C 0.567 0.913 -6.279 0.000
H 2.511 -3.209 2.794 0.001
H -1.126 -2.265 -0.934 0.001
H -5.298 -4.704 0.641 0.000
H -4.296 -2.392 4.859 0.000
H -4.249 -0.829 5.570 0.000
H -0.266 1.369 -6.813 0.000
H 0.901 0.319 1.219 -0.011
H -2.867 -3.790 -1.127 0.000
H -0.805 0.937 0.718 -0.013
H 1.643 3.292 1.398 0.002
H -2.508 2.051 -1.892 -0.001
H -4.113 -3.770 1.485 0.000
H -3.103 4.361 -0.802 0.000
H 4.539 5.275 3.009 0.000
H 3.833 6.132 1.562 0.000
H -0.843 2.778 -1.762 -0.004
H -0.145 -5.274 0.501 -0.003
H -1.359 4.829 -0.836 0.000
H 0.764 1.518 0.081 0.011
H -0.371 0.167 -1.426 0.096
H 1.111 -0.809 -3.426 -0.005
H -0.876 -0.545 -3.694 -0.008
H 2.016 0.619 -3.787 0.002
H -5.106 -1.054 4.034 0.000
H 2.122 -0.851 -4.782 -0.003
H -2.445 3.671 -4.611 0.000
H 0.358 -6.085 2.919 0.000
H -1.355 -1.647 2.728 0.000
H -1.883 -3.912 0.222 0.001
H 2.651 2.025 -1.514 -0.001
H 3.370 3.131 1.455 0.000
H -1.774 -5.098 -1.124 0.000
H -1.365 2.145 -3.251 -0.004
H -0.674 -4.802 3.381 0.000
H -0.629 -1.968 0.666 0.007
H 3.790 2.927 -2.534 0.000
H -2.151 0.348 2.434 -0.001
H 4.806 0.035 -0.396 -0.001
H 1.068 -2.284 2.962 0.000
H 1.971 -2.372 1.467 -0.008
H 3.478 0.893 0.465 0.004
H -1.813 -0.887 0.008 -0.004
H 2.662 4.374 0.410 0.000
H 0.888 0.099 -6.929 0.000
H 4.993 1.008 1.125 0.000
H 1.368 1.647 -6.191 0.000
H -3.375 0.957 3.477 0.000
H 3.327 6.533 3.188 0.000
H 1.717 5.845 3.956 0.000
H 3.946 1.244 -2.444 0.002
H -3.827 -0.111 2.060 0.000
H -2.648 5.727 -1.692 0.000
H -3.636 -7.241 1.027 0.000
H 1.036 -4.915 3.882 0.000
H -4.417 -5.343 2.084 0.000
H 5.566 3.802 -1.301 0.000
```